DFT (wB97M-V/def2-TZVPD) results for C47H39LaN12OS2 as an isolated structure.

Calculated values
- E_tot (Eh) = -3374.47716
- energy relative to the best compared isomer or geometry (same formula, charge and spin) (kJ/mol) = 18.2
- charge = +2
- HOMO (Ha) = -0.4434
- orbital gap (eV) = 6.242

Each line ends with the Löwdin charge.
CARTESIAN COORDINATES (ANGSTROEM)
La 14.493 16.047 9.326  1.82
N 13.721 19.349 13.043  0.09
C 13.809 18.423 12.040  -0.90
S 15.374 17.906 11.510  0.53
N 12.634 18.180 11.510  -0.07
N 12.504 17.079 10.715  -0.08
C 11.257 16.809 10.363  -0.20
C 10.087 17.492 10.906  -0.20
C 9.997 17.849 12.252  -0.03
C 8.956 18.658 12.691  -0.07
C 7.917 19.019 11.857  -0.08
C 7.923 18.514 10.563  -0.06
C 9.030 17.819 10.070  -0.05
C 11.057 15.706 9.417  -0.20
C 9.816 15.073 9.285  0.01
C 9.685 14.106 8.289  -0.02
C 10.747 13.821 7.447  -0.04
C 11.941 14.476 7.663  -0.16
N 12.127 15.353 8.621  -0.04
H 14.509 19.588 13.635  0.10
H 12.788 19.695 13.246  0.11
H 10.772 17.498 12.936  0.11
H 8.951 19.058 13.721  0.12
H 7.049 19.599 12.180  0.12
H 7.071 18.667 9.896  0.12
H 9.050 17.629 8.985  0.13
H 8.996 15.320 9.966  0.13
H 8.739 13.547 8.209  0.13
H 10.640 13.089 6.614  0.13
H 12.766 14.218 7.025  0.10
S 14.632 7.937 9.215  1.07
N 13.710 8.986 10.092  -0.20
C 14.051 10.235 9.758  -0.27
C 13.472 11.440 10.343  -0.07
C 12.555 11.430 11.414  0.05
C 12.396 12.614 12.117  -0.02
C 13.061 13.753 11.710  -0.11
N 13.861 13.806 10.614  -0.01
C 14.079 12.646 9.916  -0.15
C 14.982 12.680 8.759  -0.13
N 15.186 13.881 8.136  -0.05
C 16.026 13.922 7.093  -0.12
C 16.784 12.833 6.666  -0.02
C 16.622 11.603 7.270  0.04
C 15.650 11.520 8.269  -0.07
C 15.142 10.252 8.790  -0.28
N 15.510 9.034 8.406  -0.22
H 12.011 10.547 11.712  0.13
H 11.681 12.699 12.953  0.13
H 13.049 14.631 12.357  0.12
H 16.113 14.878 6.582  0.11
H 17.500 13.032 5.849  0.13
H 17.236 10.718 6.968  0.15
C 18.044 13.828 12.062  -0.02
C 16.857 14.444 11.616  -0.12
N 16.800 15.257 10.567  -0.03
C 17.992 15.636 10.005  -0.13
C 19.250 15.047 10.400  -0.14
C 19.231 14.129 11.449  0.01
C 20.407 15.493 9.728  0.00
C 20.397 16.512 8.807  0.00
C 19.185 17.108 8.385  -0.14
C 19.137 18.125 7.401  0.03
C 17.920 18.708 7.087  -0.02
C 16.796 18.325 7.811  -0.12
N 16.745 17.194 8.562  -0.05
C 17.947 16.681 8.979  -0.14
H 17.965 13.099 12.876  0.12
H 15.888 14.233 12.102  0.11
H 20.148 13.626 11.765  0.14
H 21.361 15.075 10.063  0.13
H 21.330 16.892 8.412  0.13
H 20.030 18.490 6.891  0.13
H 17.845 19.513 6.338  0.13
H 15.876 18.905 7.787  0.09
C 9.614 23.541 9.979  -0.07
C 9.473 22.052 9.665  -0.21
N 10.716 21.330 9.354  -0.03
C 11.864 21.495 10.304  -0.19
C 12.998 22.386 9.785  -0.06
C 10.816 20.959 8.029  -0.38
O 9.987 21.311 7.183  0.05
C 11.957 20.058 7.561  -0.06
C 12.128 20.036 6.142  0.03
C 12.978 19.113 5.583  -0.03
C 13.723 18.301 6.447  -0.17
N 13.603 18.295 7.761  -0.04
C 12.752 19.194 8.310  -0.07
H 8.636 23.945 10.137  0.07
H 10.132 24.085 9.173  0.09
H 10.128 23.692 10.943  0.07
H 8.815 21.866 8.818  0.11
H 8.972 21.589 10.550  0.12
H 12.198 20.483 10.572  0.07
H 11.474 21.969 11.226  0.12
H 13.487 21.960 8.903  0.06
H 13.735 22.501 10.599  0.09
H 12.604 23.369 9.503  0.08
H 11.583 20.769 5.525  0.14
H 13.108 18.968 4.498  0.13
H 14.384 17.550 6.006  0.11
H 12.616 19.148 9.382  0.08

=====

DFT (wB97M-V/def2-TZVPD) results for one molecule with the formula C4H7NO.

Calculated values
- E_tot (Eh) = -286.43417
- energy relative to the best compared isomer or geometry (same formula, charge and spin) (kJ/mol) = 518.5
- HOMO (Ha) = -0.3129
- orbital gap (eV) = 9.123

Each line ends with the Löwdin charge.
CARTESIAN COORDINATES (ANGSTROEM)
O 1.491 0.801 0.413  -0.16
C 2.438 0.963 -0.476  0.06
C 0.911 -0.508 0.197  -0.18
C -0.523 -0.375 0.580  -0.32
C -1.445 0.322 -0.345  -0.13
N -1.429 -1.137 -0.263  0.03
H 2.391 2.049 -0.674  0.01
H 1.486 -1.280 0.711  0.13
H 0.962 -0.682 -0.880  0.11
H -0.720 -0.275 1.645  0.14
H -1.075 0.742 -1.280  0.11
H -2.278 0.868 0.093  0.11
H -2.210 -1.489 0.278  0.09

=====

DFT (wB97M-V/def2-TZVPD) results for a 10-piece molecular cluster, C40H62ClN9O5 overall.

Calculated values
- E_tot (Eh) = -2890.16232
- energy relative to the best compared isomer or geometry (same formula, charge and spin) (kJ/mol) = 12.4
- HOMO (Ha) = -0.2929
- orbital gap (eV) = 7.804

Each line ends with the Löwdin charge.
CARTESIAN COORDINATES (ANGSTROEM)
C 1.696 4.011 1.707  -0.04
C 1.971 3.035 2.877  -0.13
N 3.026 1.953 2.605  -0.25
C 2.871 1.476 1.166  0.03
C 4.384 2.597 2.783  -0.16
C 5.565 1.809 2.280  -0.06
C 2.903 0.776 3.495  -0.10
C 2.851 1.021 5.040  -0.20
O 1.892 1.931 5.447  -0.20
C 0.603 1.353 5.686  -0.06
H 0.940 4.657 2.150  0.08
H 1.294 3.491 0.840  0.05
H 2.574 4.566 1.382  0.08
H 1.082 2.403 2.927  0.12
H 2.084 3.533 3.830  0.13
H 3.546 0.646 0.987  0.11
H 3.211 2.320 0.569  0.09
H 1.822 1.218 1.059  0.10
H 4.494 2.841 3.838  0.13
H 4.303 3.538 2.240  0.13
H 5.632 0.755 2.559  0.08
H 6.522 2.294 2.458  0.09
H 5.563 1.683 1.191  0.08
H 3.714 0.062 3.323  0.13
H 2.081 0.110 3.214  0.12
H 3.878 1.290 5.301  0.12
H 2.705 0.061 5.547  0.13
H 0.061 1.115 4.769  0.04
H -0.017 2.076 6.214  0.10
H 0.784 0.512 6.357  0.10
Cl 0.095 -0.620 -1.339  0.64
O 1.508 -0.535 -0.984  -0.38
O -0.531 -1.833 -0.859  -0.35
O -0.463 0.452 -0.558  -0.39
O -0.112 -0.419 -2.746  -0.33
C -4.780 -1.667 -2.886  -0.12
C -3.715 -2.746 -2.697  -0.25
C -4.105 -3.728 -1.613  -0.19
C -5.464 -4.258 -1.616  -0.22
N -6.538 -4.662 -1.554  0.14
H -4.900 -1.074 -1.974  0.06
H -5.839 -1.900 -3.063  0.08
H -4.630 -1.031 -3.761  0.08
H -2.785 -2.207 -2.524  0.09
H -3.656 -3.229 -3.678  0.11
H -3.872 -3.142 -0.715  0.12
H -3.430 -4.586 -1.551  0.11
N 2.254 2.190 -2.169  0.05
C 1.296 3.162 -2.026  -0.15
C 1.892 4.385 -1.951  -0.12
C 3.291 4.180 -2.063  -0.10
C 3.453 2.818 -2.265  -0.15
H 2.094 1.214 -2.360  0.10
H 0.265 2.844 -1.980  0.09
H 1.379 5.289 -1.664  0.10
H 4.104 4.879 -1.952  0.08
H 4.351 2.245 -2.444  0.09
N -0.811 -4.591 -2.381  0.01
C -0.943 -4.666 -3.730  -0.16
C -0.562 -5.907 -4.151  -0.09
C -0.204 -6.636 -2.953  -0.11
C -0.407 -5.805 -1.893  -0.14
H -1.097 -3.850 -1.764  0.09
H -1.355 -3.851 -4.303  0.10
H -0.620 -6.366 -5.123  0.09
H 0.137 -7.656 -2.879  0.09
H -0.244 -5.889 -0.829  0.10
N -3.066 3.767 -0.338  0.04
C -1.909 3.605 0.373  -0.15
C -2.120 3.964 1.682  -0.12
C -3.483 4.381 1.777  -0.11
C -4.019 4.208 0.533  -0.15
H -3.266 3.346 -1.234  0.10
H -1.017 3.191 -0.074  0.08
H -1.387 3.966 2.473  0.08
H -3.959 4.718 2.682  0.09
H -5.044 4.357 0.229  0.11
N -2.793 1.314 -2.748  0.03
C -4.088 1.537 -2.352  -0.20
C -4.667 2.383 -3.248  -0.11
C -3.680 2.617 -4.264  -0.10
C -2.563 1.871 -3.977  -0.11
H -2.188 0.711 -2.219  0.09
H -4.600 1.076 -1.524  0.11
H -5.565 2.939 -3.033  0.10
H -3.897 3.129 -5.190  0.09
H -1.606 1.697 -4.438  0.11
N 3.399 -1.113 -3.535  0.01
C 3.498 -0.933 -4.887  -0.12
C 4.649 -0.219 -5.128  -0.12
C 5.319 -0.008 -3.918  -0.12
C 4.543 -0.643 -2.950  -0.16
H 2.582 -1.473 -3.072  0.12
H 2.669 -1.291 -5.476  0.11
H 5.002 0.030 -6.117  0.09
H 6.200 0.591 -3.769  0.09
H 4.608 -0.695 -1.873  0.10
N -1.585 0.415 2.551  0.05
C -2.224 0.542 3.754  -0.11
C -1.690 -0.428 4.630  -0.12
C -0.680 -1.064 3.910  -0.16
C -0.540 -0.455 2.708  -0.18
H -1.812 0.918 1.707  0.13
H -3.143 1.090 3.875  0.11
H -2.038 -0.761 5.595  0.10
H -0.078 -1.922 4.174  0.11
H 0.075 -0.816 1.897  0.10
N -0.952 -4.037 1.746  0.02
C -2.254 -4.339 2.104  -0.11
C -2.219 -5.620 2.625  -0.13
C -0.948 -6.113 2.552  -0.13
C -0.152 -5.096 2.044  -0.15
H -0.655 -3.195 1.280  0.11
H -3.001 -3.587 1.920  0.10
H -3.017 -6.274 2.951  0.10
H -0.651 -7.127 2.760  0.10
H 0.925 -5.089 1.992  0.10

=====

DFT (wB97M-V/def2-TZVPD) results for C23H36I2NO12 as an isolated structure.

Calculated values
- E_tot (Eh) = -2450.94328
- charge = -1
- HOMO (Ha) = -0.1078
- orbital gap (eV) = 4.922

Each line ends with the Löwdin charge.
CARTESIAN COORDINATES (ANGSTROEM)
C -0.435 -4.296 5.240  -0.17
C 0.435 -2.925 4.917  -0.23
C 1.987 -3.457 4.593  -0.50
C 2.996 -2.426 5.372  -0.13
N 2.110 -3.464 3.086  -0.09
C 3.349 -4.188 2.609  -0.78
I 4.319 -5.904 3.560  0.56
C 3.951 -3.676 1.313  -0.77
C 3.271 -2.391 0.486  -0.20
I 5.732 -4.564 0.352  0.49
H -1.578 -4.185 4.964  0.06
H -0.257 -4.527 6.392  0.07
H 0.050 -5.213 4.660  0.08
H -0.024 -2.496 3.902  0.11
H 0.409 -2.128 5.773  0.09
H 2.067 -4.505 5.106  0.07
H 2.487 -1.349 5.444  0.07
H 4.081 -2.367 4.929  0.07
H 3.067 -2.795 6.505  0.07
H 2.743 -1.665 1.237  0.07
H 2.551 -2.793 -0.369  0.08
H 4.158 -1.809 -0.030  0.03
C 6.578 3.111 -0.726  -0.03
C 5.815 2.309 0.309  -0.35
C 5.619 0.870 -0.062  -0.11
O 4.448 0.529 0.661  0.05
C 3.736 1.688 0.808  -0.48
O 2.591 1.746 1.219  0.13
O 4.480 2.770 0.427  0.08
H 7.634 2.828 -0.741  0.09
H 6.163 2.962 -1.729  0.09
H 6.502 4.182 -0.511  0.09
H 6.293 2.412 1.292  0.16
H 6.459 0.239 0.240  0.15
H 5.421 0.716 -1.129  0.14
C -0.378 2.622 0.526  -0.01
C -0.465 3.057 -0.922  -0.34
C 0.609 4.019 -1.332  -0.11
O 0.000 4.709 -2.410  0.06
C -1.348 4.667 -2.181  -0.51
O -2.174 5.311 -2.802  0.11
O -1.643 3.808 -1.159  0.08
H 0.473 1.954 0.686  0.07
H -0.274 3.483 1.195  0.09
H -1.295 2.103 0.825  0.08
H -0.491 2.177 -1.578  0.16
H 1.522 3.516 -1.660  0.14
H 0.862 4.750 -0.555  0.14
C -3.843 3.480 -4.498  -0.02
C -4.043 1.995 -4.279  -0.34
C -3.785 1.162 -5.499  -0.11
O -4.585 0.017 -5.256  0.06
C -5.618 0.430 -4.460  -0.51
O -6.600 -0.241 -4.199  0.12
O -5.402 1.700 -4.000  0.09
H -2.781 3.722 -4.607  0.08
H -4.372 3.826 -5.393  0.09
H -4.250 4.050 -3.655  0.09
H -3.445 1.657 -3.424  0.16
H -2.733 0.885 -5.604  0.14
H -4.127 1.629 -6.429  0.14
C -5.485 -2.111 -1.932  -0.02
C -4.493 -2.278 -0.800  -0.35
C -4.964 -1.717 0.508  -0.12
O -3.744 -1.433 1.171  0.06
C -2.820 -1.192 0.191  -0.50
O -1.708 -0.738 0.388  0.14
O -3.316 -1.525 -1.040  0.08
H -6.346 -2.773 -1.801  0.09
H -5.847 -1.079 -1.995  0.08
H -5.010 -2.335 -2.894  0.09
H -4.202 -3.332 -0.707  0.16
H -5.560 -2.432 1.082  0.14
H -5.526 -0.782 0.406  0.14

=====

DFT (wB97M-V/def2-TZVPD) results for one molecule with the formula C3H5N5.

Calculated values
- E_tot (Eh) = -390.97145
- energy relative to the best compared isomer or geometry (same formula, charge and spin) (kJ/mol) = 385.8
- HOMO (Ha) = -0.3094
- orbital gap (eV) = 8.879

Each line ends with the Löwdin charge.
CARTESIAN COORDINATES (ANGSTROEM)
C -0.932 1.417 0.038  -0.17
C 0.536 1.093 -0.182  -0.13
N 0.704 -0.261 0.286  -0.11
N 1.792 -1.074 0.037  0.12
N 1.199 -2.228 0.235  -0.01
N -0.171 -2.126 0.195  0.09
C -0.489 -0.811 0.280  -0.47
N -1.414 0.036 0.218  0.07
H -1.329 1.820 -0.866  0.09
H -1.033 2.118 0.863  0.11
H 1.099 1.782 0.438  0.11
H 0.810 1.048 -1.260  0.13
H -0.772 -2.812 -0.282  0.17